Run one
The following is a quantum chemistry calculation of an isolated molecule of C7H8N2O3, from the OMol25 dataset.

Results
SMILES string: Cc1ccc(C(=O)O)c(N)[n+]1[O-]
Frontier orbital gap (eV): 8.26

Geometry (Å):
C1 -1.513 2.696 0.572
C2 -0.701 1.455 0.295
C3 0.700 1.468 0.551
C4 1.439 0.308 0.395
C5 0.808 -0.844 -0.089
C6 1.650 -2.089 -0.234
O1 1.177 -3.180 -0.517
O2 2.957 -1.934 -0.090
C7 -0.581 -0.774 -0.394
N1 -1.183 -1.918 -0.964
N2 -1.300 0.341 -0.184
O3 -2.496 0.340 -0.531
H1 -2.462 2.423 1.007
H2 -1.652 3.206 -0.358
H3 -1.001 3.380 1.271
H4 1.180 2.358 0.953
H5 2.464 0.297 0.748
H6 3.318 -2.850 -0.131
H7 -2.151 -1.914 -1.289
H8 -0.655 -2.771 -1.013

Run two
The following is a quantum chemistry calculation of a structure of composition C7H8N2O3, from the OMol25 dataset.

Results
Frontier orbital gap (eV): 7.48

Geometry (Å):
C1 0.070 1.517 0.007
C2 0.762 2.033 -1.113
C3 0.746 0.623 -1.649
C4 3.011 -1.230 0.460
C5 -2.590 -0.661 0.875
C6 -1.095 -1.181 1.202
C7 -0.277 -0.977 -0.043
N1 1.177 3.190 -1.437
N2 0.094 0.256 -0.417
O1 3.243 -0.102 0.293
O2 0.980 -0.038 -2.598
O3 2.845 -2.312 0.661
H1 0.182 1.889 1.019
H2 -2.952 -1.428 0.293
H3 -3.116 -0.791 1.809
H4 -2.589 0.282 0.471
H5 -0.907 -0.584 2.013
H6 -1.025 -2.189 1.417
H7 -0.279 -1.575 -0.923
H8 1.718 3.280 -2.341

Tell me which of them is the most stable. Sure, it is run one.

Run one
The following is a quantum chemistry calculation of a cluster of 2 separate species, C7H8N2O3 in total, from the OMol25 dataset.

Results
Frontier orbital gap (spin up / spin down) (eV): 7.01 / 7.72

Geometry (Å):
C1 -0.387 -2.556 -1.539
C2 -1.074 -1.544 -2.102
C3 0.707 -2.264 -0.712
C4 -0.935 -0.220 -1.698
C5 0.833 -0.953 -0.241
C6 0.056 -0.014 -0.797
C7 0.217 1.744 0.968
N1 0.464 2.973 1.325
N2 -0.479 1.034 2.013
O1 -0.980 -0.089 1.827
O2 -0.593 1.711 3.049
O3 0.116 1.359 -0.321
H1 -0.589 -3.588 -1.742
H2 -1.888 -1.845 -2.794
H3 1.330 -3.077 -0.361
H4 -1.600 0.537 -2.103
H5 1.622 -0.611 0.599
H6 1.796 0.685 1.531
H7 0.891 3.753 0.767
H8 0.492 2.964 2.330

Run two
The following is a quantum chemistry calculation of an isolated molecule of C7H8N2O3, from the OMol25 dataset.

Results
SMILES string: CN1Cc2ncoc2[C@@]2(O)O[C@@H]12
Frontier orbital gap (eV): 9.21

Geometry (Å):
C1 0.307 -2.136 -1.147
N1 0.522 -0.772 -1.228
C2 1.474 -0.225 -0.143
C3 0.797 0.376 1.038
N2 0.973 0.104 2.352
C4 0.076 0.843 2.959
O1 -0.758 1.524 2.136
C5 -0.313 1.237 0.868
C6 -0.963 1.109 -0.522
O2 -2.334 1.488 -0.563
O3 -0.265 1.482 -1.651
C7 -0.568 0.091 -1.540
H1 1.210 -2.672 -0.944
H2 -0.538 -2.464 -0.272
H3 -0.313 -2.466 -2.041
H4 2.330 0.457 -0.390
H5 2.063 -1.105 0.140
H6 -0.006 0.939 3.978
H7 -2.405 2.476 -0.822
H8 -1.289 -0.284 -2.208

Tell me which of them is the most stable. Sure, it is run two.

Run one
The following is a quantum chemistry calculation of a structure of composition C12H21N3OS2, from the OMol25 dataset.

Results
Frontier orbital gap (eV): 9.07

Geometry (Å):
C1 -3.601 -2.934 0.200
C2 -3.750 -1.632 -0.576
C3 -4.026 -0.455 0.358
C4 -4.092 0.888 -0.373
C5 -2.715 1.410 -0.792
C6 -1.954 1.991 0.389
H1 -2.018 1.346 1.263
H2 -2.307 2.990 0.643
S1 -0.174 2.181 0.028
C7 0.324 0.534 0.196
N1 -0.492 -0.418 0.563
S2 0.311 -1.846 0.629
C8 1.808 -1.041 0.133
N2 1.618 0.223 -0.053
N3 2.957 -1.743 -0.008
C9 4.224 -1.335 -0.425
O1 5.080 -2.179 -0.519
C10 4.417 0.126 -0.688
C11 4.636 0.879 0.632
C12 4.788 2.373 0.382
H3 5.626 2.568 -0.283
H4 4.962 2.896 1.319
H5 3.883 2.770 -0.071
H6 3.780 0.712 1.288
H7 5.528 0.488 1.125
H8 5.298 0.240 -1.321
H9 3.541 0.537 -1.188
H10 2.898 -2.738 0.183
H11 -2.139 0.590 -1.221
H12 -2.825 2.179 -1.560
H13 -4.570 1.631 0.270
H14 -4.713 0.774 -1.264
H15 -3.243 -0.424 1.117
H16 -4.976 -0.628 0.869
H17 -2.832 -1.451 -1.135
H18 -4.567 -1.724 -1.296
H19 -3.426 -3.767 -0.477
H20 -2.760 -2.867 0.886
H21 -4.500 -3.143 0.777

Run two
The following is a quantum chemistry calculation of a structure of composition C12H21N3OS2, from the OMol25 dataset.

Results
Frontier orbital gap (eV): 8.82

Geometry (Å):
C1 -0.403 -5.595 -2.806
C2 0.919 -5.307 -2.106
C3 1.666 -4.111 -2.700
C4 0.920 -2.777 -2.615
C5 0.520 -2.346 -1.204
C6 1.724 -2.150 -0.297
H1 2.413 -1.416 -0.712
H2 2.243 -3.087 -0.104
S1 1.239 -1.545 1.356
C7 0.934 0.120 0.993
N1 1.087 0.626 -0.198
S2 0.728 2.234 -0.180
C8 0.375 2.124 1.520
N2 0.528 0.932 2.002
N3 -0.023 3.220 2.228
C9 -0.154 4.423 1.587
O1 0.090 4.508 0.401
C10 -0.640 5.563 2.441
C11 -2.158 5.737 2.275
C12 -2.948 4.558 2.832
H3 -4.014 4.750 2.742
H4 -2.720 4.403 3.885
H5 -2.725 3.644 2.287
H6 -2.457 6.650 2.793
H7 -2.382 5.862 1.215
H8 -0.395 5.389 3.490
H9 -0.142 6.471 2.102
H10 -0.225 3.099 3.210
H11 -0.013 -1.395 -1.275
H12 -0.155 -3.078 -0.758
H13 0.016 -2.831 -3.225
H14 1.556 -2.001 -3.047
H15 1.868 -4.316 -3.754
H16 2.631 -4.017 -2.199
H17 0.740 -5.143 -1.042
H18 1.564 -6.185 -2.194
H19 -1.113 -4.786 -2.652
H20 -0.249 -5.719 -3.876
H21 -0.845 -6.510 -2.416

Tell me which of them is the most stable. Sure, it is run two.